No. 1
The following is a DFT calculation (the ωB97M-V functional and the def2-TZVPD basis) of a structure of composition C18H36Br18.

Atoms and positions in Å:
Br  -27.887  -7.712  0.643
Br  -22.474  -11.430  -3.958
Br  -20.892  -10.889  0.599
Br  -26.186  -8.566  5.021
Br  -23.595  -8.384  1.969
Br  -25.617  -11.669  -7.602
Br  -23.169  -8.429  -0.835
Br  -23.989  -4.353  -4.595
Br  -29.735  -10.390  -1.858
Br  -26.401  -11.348  3.851
Br  -23.025  -6.088  1.725
Br  -26.542  -7.052  -1.618
Br  -25.598  -10.524  -3.104
Br  -30.398  -9.423  2.683
Br  -22.968  -10.669  4.422
Br  -22.200  -5.544  -2.747
Br  -27.206  -10.475  -0.210
Br  -23.257  -12.342  0.409
C  -30.700  -10.101  0.827
C  -25.527  -4.996  -3.500
C  -29.552  -9.657  -0.006
C  -25.015  -6.069  -2.469
C  -22.158  -10.795  -2.161
C  -22.716  -6.507  -0.178
C  -21.387  -11.694  -1.248
C  -24.944  -8.829  -0.118
C  -24.994  -10.954  -4.963
C  -24.503  -12.606  1.978
C  -25.328  -10.150  -0.726
C  -26.314  -11.177  -5.782
C  -21.752  -10.366  2.859
C  -27.659  -8.507  2.446
C  -21.796  -8.893  2.463
C  -22.071  -5.294  -0.825
C  -25.066  -11.202  2.313
C  -26.275  -8.096  3.076
H  -24.428  -5.626  -1.665
H  -23.094  -10.421  -1.745
H  -20.789  -10.819  3.095
H  -21.981  -12.606  -1.192
H  -22.678  -4.433  -0.545
H  -25.294  -9.948  -1.796
H  -31.611  -9.694  0.389
H  -24.544  -10.053  -5.381
H  -23.563  -6.877  -0.754
H  -25.537  -10.708  1.462
H  -27.942  -9.558  2.502
H  -25.619  -8.025  -0.412
H  -26.812  -10.222  -5.945
H  -21.183  -8.816  1.566
H  -24.260  -10.522  2.589
H  -23.938  -13.044  2.801
H  -25.828  -4.026  -3.104
H  -25.522  -8.706  2.578
H  -22.214  -10.890  2.022
H  -25.237  -13.364  1.703
H  -30.838  -11.182  0.847
H  -21.447  -8.298  3.308
H  -24.672  -10.973  -0.442
H  -20.402  -11.887  -1.673
H  -28.430  -7.933  2.961
H  -26.356  -5.180  -4.183
H  -24.868  -8.833  0.969
H  -25.960  -7.064  2.924
H  -21.032  -5.185  -0.517
H  -24.241  -11.738  -5.039
H  -28.619  -9.983  0.454
H  -22.011  -7.323  -0.014
H  -26.994  -11.845  -5.253
H  -29.464  -8.570  0.009
H  -24.374  -6.844  -2.891
H  -21.703  -9.833  -2.397

Summary:
Total charge = 0
LUMO = -0.29 eV
Total energy = -1279987.0682 eV
HOMO = -0.2611 Eh
Gap between HOMO and LUMO = 6.810 eV
Energy relative to the best compared isomer or geometry (same formula, charge and spin) = 29.636 eV

No. 2
The following is a DFT calculation (the ωB97M-V functional and the def2-TZVPD basis) of a structure of composition C18H36BrNO5PdSi.

Atoms and positions in Å:
Pd  1.713  0.521  0.271
Br  0.307  -1.142  -0.958
Si  -1.761  -0.280  -0.678
O  2.407  1.752  1.900
O  2.730  -0.972  2.310
O  3.404  -0.753  -0.348
O  3.242  2.017  -0.092
O  4.933  -0.338  -1.987
N  5.276  0.609  1.515
C  5.123  -0.375  2.596
C  -1.116  2.342  -0.217
C  -3.095  2.015  -1.703
C  -3.539  0.210  1.409
C  -2.430  -2.941  -1.841
C  -4.314  -1.241  -1.722
C  -1.148  -0.255  2.073
C  3.743  -0.532  3.213
C  -2.494  -1.049  -3.492
C  4.803  1.977  1.729
C  -0.759  1.678  -2.586
C  -2.896  -1.532  -2.132
C  3.412  1.999  1.168
C  -1.683  1.500  -1.381
C  -2.283  -0.635  1.093
C  4.432  -0.382  -0.923
C  -2.599  -2.117  1.357
C  5.762  0.257  0.300
H  -3.036  3.095  -1.864
H  -0.877  2.708  -2.935
H  -0.109  2.042  0.104
H  -0.798  0.772  2.002
H  -1.560  -0.373  3.080
H  -4.924  -1.794  -2.452
H  -4.375  0.017  0.738
H  -0.988  1.032  -3.426
H  -3.527  -2.437  0.887
H  6.371  -0.642  0.296
H  -3.009  -1.730  -4.185
H  -0.302  -0.946  2.015
H  -1.003  3.358  -0.606
H  -2.982  -3.529  -2.589
H  -3.339  1.280  1.404
H  -1.760  2.390  0.656
H  3.855  -1.250  4.029
H  3.057  -1.746  1.836
H  -4.564  -1.623  -0.737
H  -3.489  1.584  -2.621
H  3.381  0.403  3.637
H  5.475  -1.330  2.202
H  -1.791  -2.784  1.056
H  0.291  1.543  -2.329
H  -3.876  -0.048  2.416
H  5.440  2.682  1.196
H  -2.704  -3.316  -0.863
H  4.800  2.207  2.792
H  -4.602  -0.195  -1.807
H  -1.429  -1.144  -3.697
H  6.156  1.076  -0.292
H  -2.835  -0.044  -3.724
H  5.807  -0.089  3.402
H  -1.373  -3.114  -2.025
H  -2.736  -2.240  2.434
H  -3.813  1.854  -0.899

Summary:
Total charge = +2
LUMO (alpha / beta) = -4.90 / -9.86 eV
Total energy = -112359.6034 eV
HOMO (alpha / beta) = -0.5102 / -0.5793 Eh
Expectation value of S² = 6.015
Spin multiplicity = 5
Gap between HOMO and LUMO (alpha / beta) = 8.984 / 5.903 eV

No. 3
The following is a DFT calculation (the ωB97M-V functional and the def2-TZVPD basis) of a structure of composition C18H36CuF3NO9S2.

Atoms and positions in Å:
Cu  0.172  0.751  0.162
S  -1.110  -1.753  -2.191
S  2.145  1.632  -2.667
F  -1.803  -2.829  2.925
F  -3.452  -2.541  1.491
F  -3.737  -2.042  3.550
O  1.919  -0.794  0.007
O  -1.472  1.910  -0.878
O  -1.395  -0.268  1.407
O  2.019  2.691  -3.652
O  -0.972  -1.871  -3.626
O  -1.981  0.186  3.507
O  1.270  1.536  -1.525
O  1.877  0.741  1.535
O  -0.555  -0.575  -1.551
N  -0.443  2.341  1.664
C  -0.517  4.557  0.592
C  2.503  -0.173  0.929
C  -2.252  2.696  0.036
C  -1.335  3.346  1.055
C  3.880  -0.630  1.383
C  3.890  1.628  -2.040
C  -1.497  -0.521  4.640
C  -2.351  -0.538  2.321
C  0.040  -0.474  4.710
C  -2.085  1.813  -2.153
C  2.274  0.034  -3.612
C  4.433  0.205  -2.406
C  -0.243  -3.192  -1.493
C  3.760  -0.337  -3.682
C  -2.577  -3.637  -1.002
C  -2.721  -2.213  -1.491
C  -2.814  -2.004  2.563
C  -1.155  -3.749  -0.409
H  3.896  1.796  -0.966
H  0.737  -2.846  -1.169
H  -1.032  1.883  2.366
H  1.659  0.078  -4.503
H  5.500  0.260  -2.600
H  -2.823  -1.543  -0.631
H  3.645  -1.352  2.174
H  -2.655  0.878  -2.228
H  -2.919  1.965  0.495
H  0.344  0.324  4.029
H  -3.309  -0.178  1.904
H  -1.670  -1.593  4.762
H  -2.799  2.604  -2.369
H  4.460  -1.271  0.725
H  4.107  -0.377  -1.544
H  0.409  4.248  0.099
H  -1.312  1.682  -2.908
H  -0.980  -4.811  -0.255
H  -0.228  -3.911  -2.311
H  -1.125  5.175  -0.076
H  -3.496  -2.059  -2.238
H  -3.324  -3.990  -0.294
H  4.351  0.260  1.794
H  -0.171  5.304  1.312
H  3.857  -1.420  -3.718
H  -1.974  3.800  1.824
H  -2.735  -4.284  -1.875
H  -1.222  -3.133  0.489
H  -2.733  3.535  -0.469
H  4.487  2.401  -2.519
H  0.225  2.790  2.288
H  4.265  0.094  -4.547
H  0.586  -1.390  4.501
H  1.911  -0.678  -2.866
H  -1.939  -0.029  5.506
H  0.293  -0.138  5.720

Summary:
Total charge = 0
LUMO (alpha / beta) = 0.55 / -1.14 eV
Total energy = -113627.4986 eV
HOMO (alpha / beta) = -0.2934 / -0.2929 Eh
Expectation value of S² = 0.752
Spin multiplicity = 2
Gap between HOMO and LUMO (alpha / beta) = 8.533 / 6.829 eV
Energy relative to the best compared isomer or geometry (same formula, charge and spin) = 1.913 eV

No. 4
The following is a DFT calculation (the ωB97M-V functional and the def2-TZVPD basis) of a structure of composition C18H36F18Na3O18P3.

Atoms and positions in Å:
P  2.054  -0.017  0.606
P  1.245  -3.829  -2.623
P  5.593  -3.473  1.167
Na  -1.388  -1.232  -2.380
Na  2.636  -2.017  3.171
Na  3.930  -2.258  -1.375
F  2.235  -1.609  0.533
F  6.212  -2.601  2.373
F  1.968  1.600  0.703
F  5.673  -2.199  0.120
F  1.307  -3.080  -4.090
F  3.277  0.000  1.710
F  1.272  -4.585  -1.189
F  2.913  -3.840  -2.748
F  -0.353  -3.676  -2.641
F  3.236  0.090  -0.491
F  1.059  -0.165  1.877
F  5.607  -4.786  2.115
F  7.108  -3.850  0.660
F  5.058  -4.449  -0.031
F  1.344  -2.412  -1.906
F  1.191  -5.224  -3.392
F  0.833  -0.099  -0.440
F  4.141  -2.972  1.639
O  4.559  -0.195  -3.130
O  -2.619  0.581  5.984
O  -1.860  -3.440  4.286
O  -5.046  0.664  -0.324
O  -3.713  3.920  -1.404
O  -0.986  -3.851  2.427
O  0.388  2.548  -3.893
O  3.289  0.891  -4.621
O  -3.866  3.678  0.825
O  -0.542  0.976  5.604
O  -3.028  -0.289  -0.780
O  -3.868  -0.046  1.283
O  -0.251  1.889  -5.824
O  -1.922  3.446  -0.306
O  4.340  2.050  -3.172
O  -0.693  0.585  -4.029
O  0.077  -2.377  3.818
O  -2.083  2.384  4.778
C  -0.778  -3.177  3.557
C  -3.227  3.674  -0.184
C  -4.950  4.633  -1.443
C  0.562  1.618  4.973
C  4.124  0.821  -3.591
C  -0.217  -3.603  1.257
C  -3.983  0.944  5.980
C  5.098  2.201  -1.998
C  -1.143  3.387  0.885
C  -0.219  1.589  -4.528
C  3.112  -0.307  -5.347
C  0.527  2.474  -2.497
C  -2.633  -0.282  1.936
C  -5.353  0.817  -1.705
C  -0.589  0.872  -6.747
C  -3.919  0.035  -0.035
C  -1.767  1.403  5.398
C  -1.846  -2.989  5.653
H  -1.662  0.755  -6.892
H  4.065  -0.774  -5.598
H  2.539  -0.235  -6.268
H  0.793  -3.235  1.455
H  0.234  2.584  4.589
H  -0.662  -2.818  0.645
H  -0.193  1.206  -7.708
H  -0.091  -0.078  -6.562
H  -4.891  5.589  -0.920
H  -4.994  1.807  -1.990
H  -2.141  -1.199  1.602
H  6.067  1.707  -1.990
H  2.563  -1.048  -4.756
H  -0.387  2.253  -1.940
H  -0.397  2.627  0.684
H  4.568  1.878  -1.095
H  -2.281  -3.768  6.279
H  1.159  1.627  -2.212
H  -4.406  1.046  4.977
H  1.303  1.669  5.768
H  -4.130  1.936  6.411
H  -2.499  -2.126  5.706
H  -4.816  0.143  -2.376
H  -4.571  0.199  6.506
H  -1.917  0.507  1.703
H  5.232  3.252  -1.738
H  -5.044  4.810  -2.513
H  -0.068  -4.526  0.708
H  -0.821  -2.855  5.987
H  0.931  3.382  -2.062
H  0.943  1.014  4.148
H  -1.725  2.954  1.706
H  -2.816  -0.322  3.002
H  -0.803  4.352  1.251
H  -5.810  4.131  -1.000
H  -6.403  0.715  -1.961

Summary:
Total charge = 0
LUMO = -0.48 eV
Total energy = -146159.9732 eV
HOMO = -0.4092 Eh
Gap between HOMO and LUMO = 10.653 eV
Energy relative to the best compared isomer or geometry (same formula, charge and spin) = 0.000 eV

No. 5
The following is a DFT calculation (the ωB97M-V functional and the def2-TZVPD basis) of the ion C18H36N2O2P with charge -1.

Atoms and positions in Å:
P  2.199  1.249  0.872
O  1.207  -4.155  0.177
O  -5.460  -1.613  1.765
N  2.409  1.545  -3.543
N  -2.828  1.649  0.788
C  3.621  -1.260  0.270
C  -4.839  0.734  -0.996
C  2.325  -2.014  -0.092
C  3.402  -0.189  1.335
C  -6.731  -0.677  -1.534
C  -5.552  -0.954  0.560
C  -5.859  0.353  -1.872
C  3.356  2.586  -1.511
C  3.584  2.260  -0.035
C  -1.404  1.653  1.198
C  -0.467  2.091  0.079
C  2.410  -3.429  0.428
C  -3.567  0.463  1.184
C  -4.681  0.088  0.228
C  3.415  1.383  -2.459
C  -6.568  -1.332  -0.316
C  0.906  -5.066  1.203
C  0.878  2.632  0.585
H  -1.083  0.676  1.546
H  -4.175  1.532  -1.276
H  -2.866  -0.376  1.190
H  2.575  -3.368  1.508
H  3.734  3.184  0.525
H  2.589  1.898  2.156
H  1.112  0.477  1.554
H  1.796  0.591  -0.382
H  2.974  -0.693  2.208
H  -0.984  2.861  -0.497
H  4.118  -0.869  -0.615
H  -1.264  2.336  2.037
H  3.271  -3.959  0.010
H  1.485  -1.540  0.406
H  -3.254  2.447  1.235
H  4.364  0.202  1.666
H  -7.227  -2.141  -0.041
H  1.226  3.441  -0.057
H  4.139  3.276  -1.836
H  -0.286  1.257  -0.603
H  -5.957  0.862  -2.820
H  2.175  -2.030  -1.168
H  -7.515  -0.983  -2.207
H  3.224  0.454  -1.932
H  0.534  -4.543  2.086
H  4.323  -2.003  0.673
H  2.259  0.654  -4.001
H  0.696  3.083  1.563
H  -3.965  0.516  2.202
H  -4.539  -1.803  1.965
H  4.532  1.718  0.025
H  0.141  -5.747  0.842
H  1.775  -5.662  1.483
H  2.418  3.111  -1.687
H  4.383  1.367  -2.955
H  1.517  1.775  -3.119

Summary:
Total charge = -1
LUMO = 2.56 eV
Total energy = -35610.8755 eV
HOMO = -0.1281 Eh
Gap between HOMO and LUMO = 6.042 eV
Energy relative to the best compared isomer or geometry (same formula, charge and spin) = 0.000 eV

No. 6
The following is a DFT calculation (the ωB97M-V functional and the def2-TZVPD basis) of a cluster of 7 separate species, C18H36N6O4 in total.

Atoms and positions in Å:
O  5.588  5.424  -4.139
O  8.831  3.673  5.738
O  -1.304  -0.048  -2.014
O  -7.643  -7.386  -3.803
N  6.841  3.496  4.681
N  -0.305  3.400  -7.275
N  -4.389  -5.912  4.206
N  -7.079  -5.454  -2.796
N  -1.694  2.230  6.074
N  -0.150  0.051  -0.092
C  -1.916  -6.836  4.300
C  -3.889  1.233  5.075
C  -7.439  -4.407  -1.905
C  -3.285  -6.322  4.210
C  5.026  4.679  -3.342
C  5.437  3.206  -3.258
C  -2.666  1.767  5.685
C  0.782  0.652  0.853
C  -0.698  0.616  -1.199
C  -5.795  -5.276  -3.518
C  -0.925  2.638  -7.872
C  -7.852  -6.539  -2.931
C  6.324  2.315  5.359
C  5.952  4.048  3.660
C  -0.315  -1.376  0.167
C  3.907  5.193  -2.456
C  -1.678  1.634  -8.675
C  8.000  4.103  4.952
H  -4.594  0.798  5.783
H  5.309  2.505  5.709
H  -8.438  -4.509  -1.481
H  -7.582  -3.497  -2.488
H  -2.082  0.867  -8.014
H  -5.652  -4.266  -3.901
H  5.778  3.229  2.962
H  -1.155  1.104  -9.471
H  4.285  5.326  -1.442
H  5.028  4.454  4.072
H  1.825  0.444  0.616
H  -1.453  -6.588  5.255
H  3.120  4.446  -2.555
H  -0.499  -1.445  1.239
H  -6.719  -4.139  -1.132
H  5.557  3.032  -2.189
H  6.457  4.846  3.115
H  -4.430  2.030  4.565
H  4.662  2.528  -3.617
H  7.011  2.032  6.157
H  0.673  1.736  0.894
H  -1.126  -1.843  -0.392
H  -8.739  -6.613  -2.282
H  6.389  2.993  -3.746
H  -0.600  1.713  -1.218
H  6.221  1.474  4.674
H  8.137  5.018  4.355
H  0.665  0.301  1.878
H  -1.812  -7.921  4.263
H  -3.615  0.485  4.331
H  -2.494  2.161  -9.169
H  -4.981  -5.431  -2.809
H  -1.229  -6.331  3.621
H  -5.661  -5.988  -4.332
H  0.622  -1.863  -0.101
H  3.456  6.112  -2.832

Summary:
Total charge = 0
LUMO = -0.06 eV
Total energy = -36378.0682 eV
Structure (SMILES) = CN(C)C=O.CN(C)C=O.CN(C)C=O.CC(C)=O.CC#N.CC#N.CC#N
HOMO = -0.3422 Eh
Gap between HOMO and LUMO = 9.257 eV

Among the records above, which one has the lowest total energy?
C18H36Br18